## P
{"formula": "C4H6BrNO", "method": "ωB97M-V/def2-TZVPD", "elements": ["C", "C", "O", "C", "Br", "C", "N", "H", "H", "H", "H", "H", "H"], "coordinates": [[1.455, 0.550, -0.245], [0.900, -0.548, 0.643], [-0.409, -0.470, 1.029], [-1.533, -0.399, -0.299], [-2.780, -1.807, -0.064], [-1.893, 0.935, -0.266], [-2.126, 2.043, -0.252], [0.880, 0.561, -1.267], [1.156, 1.493, 0.267], [2.522, 0.535, -0.276], [1.466, -0.646, 1.640], [1.067, -1.518, 0.174], [-0.705, -0.728, -1.085]], "mulliken_charge": [-0.88, -0.33, -0.38, -0.16, -0.05, 0.41, -0.34, 0.18, 0.25, 0.39, 0.31, 0.33, 0.28], "spin_multiplicity": 1, "e_lumo_ev": 0.206, "gap_ev": 10.5079}

## Q
{"formula": "C4H6BrNO", "method": "ωB97M-V/def2-TZVPD", "elements": ["C", "C", "C", "C", "N", "O", "Br", "H", "H", "H", "H", "H", "H"], "coordinates": [[-1.683, 0.478, 0.018], [-2.380, -0.664, 0.188], [0.928, -0.293, -0.296], [2.367, -0.001, -0.103], [0.003, 0.314, 0.381], [-1.859, 1.609, -0.396], [-4.220, -0.342, -0.186], [-2.227, -1.474, 0.765], [0.748, -1.034, -1.074], [2.780, -0.014, -1.034], [2.817, -0.641, 0.499], [2.620, 1.060, 0.136], [0.106, 1.003, 1.102]], "mulliken_charge": [0.62, -0.86, 0.30, -1.23, -0.26, -0.60, -0.19, 0.48, 0.37, 0.40, 0.36, 0.32, 0.28], "spin_multiplicity": 1, "e_lumo_ev": -0.301, "gap_ev": 7.1989}

Which of them is least stable? Easy: Q.

## P
{"formula": "C2H8N3O2", "method": "ωB97M-V/def2-TZVPD", "elements": ["C", "C", "N", "N", "N", "O", "O", "H", "H", "H", "H", "H", "H", "H", "H"], "coordinates": [[-1.190, -0.485, 1.398], [1.201, 0.276, -0.812], [-1.576, -0.321, -0.785], [-0.665, -0.143, 0.061], [2.156, 0.054, 0.020], [-2.647, -0.817, -0.567], [0.838, 1.436, -1.348], [-2.001, -1.217, 1.382], [-0.346, -0.956, 1.960], [-1.487, 0.385, 1.943], [0.940, -0.482, -1.502], [-1.336, -0.014, -1.756], [2.628, 0.816, 0.500], [2.450, -0.820, 0.365], [1.034, 2.289, -0.857]], "mulliken_charge": [-0.85, 0.19, 0.48, -0.09, -0.26, -0.55, -0.43, 0.33, 0.28, 0.33, 0.46, 0.25, 0.24, 0.24, 0.38], "spin_multiplicity": 1, "total_charge": 1, "e_lumo_ev": -3.738, "gap_ev": 10.7149}

## Q
{"formula": "C2H8N3O2", "method": "ωB97M-V/def2-TZVPD", "elements": ["C", "C", "N", "N", "N", "O", "O", "H", "H", "H", "H", "H", "H", "H", "H"], "coordinates": [[-0.931, 1.357, 0.177], [-2.049, -0.666, -0.148], [-0.891, 0.097, 0.026], [1.878, 0.264, -0.594], [1.123, -0.744, -0.448], [2.712, 0.817, 0.322], [1.399, -1.580, 0.587], [-0.199, 2.078, 0.354], [-1.829, 1.929, 0.326], [1.331, -2.489, 0.259], [-1.793, -1.603, 0.034], [-2.930, -0.118, 0.444], [-2.299, -0.682, -1.184], [1.735, 0.971, -1.354], [2.745, 0.368, 1.199]], "mulliken_charge": [-0.27, -0.76, -0.18, 0.20, 0.09, -0.35, -0.31, 0.32, 0.21, 0.42, 0.29, 0.26, 0.37, 0.32, 0.40], "spin_multiplicity": 1, "total_charge": 1, "e_lumo_ev": -5.072, "gap_ev": 8.7422}

## R
{"formula": "C2H8N3O2", "method": "ωB97M-V/def2-TZVPD", "elements": ["C", "O", "N", "N", "N", "O", "C", "H", "H", "H", "H", "H", "H", "H", "H"], "coordinates": [[2.589, -0.521, 0.103], [1.280, -0.142, 0.177], [0.346, -0.913, -0.540], [-0.813, -0.582, -0.395], [-1.771, -1.037, -1.097], [-1.412, 0.213, 0.797], [-1.211, 1.588, 0.889], [2.957, -0.885, 1.071], [3.263, 0.342, -0.165], [2.703, -1.266, -0.695], [-1.625, -1.593, -1.959], [-2.810, -1.036, -0.894], [-1.892, 1.991, 1.609], [-1.478, 2.046, -0.073], [-0.126, 1.795, 1.173]], "mulliken_charge": [-0.55, -0.04, -0.49, 1.25, -0.68, -0.29, -0.44, 0.27, 0.24, 0.31, 0.30, 0.31, 0.29, 0.29, 0.23], "spin_multiplicity": 1, "total_charge": 1, "e_lumo_ev": -5.090, "gap_ev": 9.6714}

Which of them is least stable? Easy: R.

## P
{"formula": "C4H8O4", "method": "ωB97M-V/def2-TZVPD", "elements": ["C", "C", "C", "C", "O", "O", "O", "O", "H", "H", "H", "H", "H", "H", "H", "H"], "coordinates": [[-1.173, -0.206, 0.235], [-0.213, 0.497, -0.559], [-2.563, -0.304, -0.187], [1.820, 0.067, -0.002], [-0.773, 1.157, 0.540], [1.848, 0.604, 1.358], [2.742, 0.707, -0.868], [1.900, -1.338, 0.070], [-0.936, -1.015, 0.967], [-0.125, 0.913, -1.611], [-2.672, -1.051, -0.958], [-2.824, 0.651, -0.673], [-3.261, -0.399, 0.635], [1.237, 1.385, 1.416], [3.015, -0.089, -1.317], [1.979, -1.580, 0.952]], "mulliken_charge": [0.53, -0.15, -1.41, 0.46, -0.48, -0.56, -0.45, -0.47, 0.31, 0.27, 0.31, 0.33, 0.35, 0.35, 0.32, 0.29], "spin_multiplicity": 1, "e_lumo_ev": 0.720, "gap_ev": 9.2098}

## Q
{"formula": "C4H8O4", "method": "ωB97M-V/def2-TZVPD", "elements": ["C", "O", "C", "O", "H", "H", "H", "H", "C", "O", "C", "O", "H", "H", "H", "H"], "coordinates": [[-1.692, 1.355, 2.831], [-2.409, 0.220, 2.331], [-3.172, 0.479, 1.256], [-3.284, 1.552, 0.713], [-1.111, 1.014, 3.704], [-2.372, 2.161, 3.154], [-0.994, 1.763, 2.081], [-3.684, -0.452, 0.943], [1.989, -0.482, -2.920], [1.905, -1.705, -2.180], [2.734, -1.768, -1.125], [3.504, -0.905, -0.779], [1.267, -0.554, -3.751], [2.996, -0.324, -3.342], [1.726, 0.392, -2.301], [2.599, -2.744, -0.617]], "mulliken_charge": [-0.54, -0.27, 0.20, -0.49, 0.23, 0.26, 0.26, 0.34, -0.54, -0.27, 0.20, -0.49, 0.23, 0.26, 0.26, 0.34], "spin_multiplicity": 1, "e_lumo_ev": 0.594, "gap_ev": 11.5013}

Which of them is least stable? Easy: P.

## P
{"formula": "H72O36", "method": "ωB97M-V/def2-TZVPD", "elements": ["O", "H", "H", "O", "H", "H", "O", "H", "H", "O", "H", "H", "O", "H", "H", "O", "H", "H", "O", "H", "H", "O", "H", "H", "O", "H", "H", "O", "H", "H", "O", "H", "H", "O", "H", "H", "O", "H", "H", "O", "H", "H", "O", "H", "H", "O", "H", "H", "O", "H", "H", "O", "H", "H", "O", "H", "H", "O", "H", "H", "O", "H", "H", "O", "H", "H", "O", "H", "H", "O", "H", "H", "O", "H", "H", "O", "H", "H", "O", "H", "H", "O", "H", "H", "O", "H", "H", "O", "H", "H", "O", "H", "H", "O", "H", "H", "O", "H", "H", "O", "H", "H", "O", "H", "H", "O", "H", "H"], "coordinates": [[8.352, 10.989, 14.278], [8.007, 10.104, 14.384], [9.312, 10.886, 14.542], [6.213, 13.011, 8.696], [6.321, 13.905, 9.016], [7.134, 12.784, 8.500], [11.235, 10.632, 14.925], [11.696, 11.056, 15.614], [11.107, 11.286, 14.221], [14.619, 13.242, 7.438], [14.247, 12.370, 7.696], [14.106, 13.664, 6.718], [11.737, 16.174, 14.524], [11.626, 16.942, 13.946], [11.053, 15.486, 14.397], [16.779, 11.653, 15.007], [17.228, 12.443, 14.695], [16.025, 12.085, 15.451], [14.161, 8.708, 12.723], [14.111, 8.166, 11.923], [14.901, 8.290, 13.274], [7.695, 17.347, 12.484], [7.086, 18.046, 12.742], [7.545, 17.004, 11.590], [14.701, 13.817, 10.108], [14.766, 13.652, 9.154], [15.267, 14.552, 10.355], [9.508, 8.106, 9.209], [9.588, 8.745, 8.497], [9.301, 8.638, 9.967], [9.403, 9.613, 11.608], [8.563, 9.836, 12.066], [9.999, 10.364, 11.770], [7.618, 15.580, 10.205], [8.582, 15.663, 9.988], [7.612, 14.735, 10.686], [6.813, 10.903, 10.614], [6.176, 10.476, 11.191], [6.269, 11.611, 10.182], [10.863, 13.685, 6.668], [10.022, 13.612, 6.190], [11.064, 12.744, 6.997], [11.727, 5.369, 12.074], [11.413, 6.172, 12.525], [12.282, 4.924, 12.703], [6.408, 6.846, 10.020], [6.086, 5.966, 9.886], [7.069, 7.003, 9.332], [13.840, 11.491, 11.752], [14.174, 10.699, 12.190], [14.426, 12.261, 11.823], [12.363, 14.546, 11.147], [12.604, 15.133, 11.883], [13.240, 14.113, 10.915], [12.951, 12.797, 14.708], [13.258, 12.448, 13.818], [13.115, 13.741, 14.587], [14.994, 15.587, 14.310], [14.580, 15.768, 15.195], [15.464, 16.372, 14.052], [11.208, 11.078, 7.523], [10.416, 11.024, 8.098], [11.937, 11.009, 8.186], [10.220, 14.569, 9.227], [10.620, 14.462, 8.333], [11.020, 14.647, 9.820], [10.548, 17.895, 11.935], [10.800, 17.516, 11.103], [9.711, 17.517, 12.261], [13.492, 15.512, 16.451], [13.315, 14.810, 17.069], [12.679, 15.670, 15.900], [6.586, 8.700, 12.556], [5.822, 8.212, 12.860], [6.754, 8.292, 11.665], [10.823, 7.852, 13.485], [11.505, 8.517, 13.660], [10.241, 8.388, 12.865], [15.833, 8.512, 14.742], [16.401, 9.311, 14.625], [16.003, 8.327, 15.693], [10.197, 14.036, 14.495], [11.049, 13.627, 14.285], [10.046, 13.637, 15.364], [14.274, 8.111, 9.211], [13.497, 7.544, 9.137], [15.006, 7.845, 8.660], [10.386, 12.191, 11.785], [9.603, 12.741, 11.637], [11.113, 12.613, 11.310], [12.025, 6.488, 9.350], [11.824, 6.079, 10.189], [11.223, 6.964, 9.087], [8.066, 13.894, 12.965], [8.975, 13.824, 13.322], [7.954, 14.861, 12.989], [13.504, 10.856, 8.988], [13.770, 10.986, 9.872], [13.618, 9.867, 9.023], [8.912, 12.051, 9.049], [8.681, 11.581, 9.835], [9.455, 12.856, 9.212], [6.967, 13.040, 15.799], [7.379, 12.683, 14.996], [6.842, 13.980, 15.578], [9.341, 13.245, 17.115], [9.358, 12.985, 18.050], [8.398, 13.167, 16.861]], "mulliken_charge": [-0.57, 0.25, 0.42, -0.73, 0.31, 0.34, -0.53, 0.25, 0.07, -0.75, 0.37, 0.32, -0.62, 0.24, 0.47, -0.60, 0.30, 0.32, -0.62, 0.31, 0.33, -0.63, 0.25, 0.39, -0.53, 0.29, 0.26, -0.65, 0.29, 0.29, -0.10, 0.06, 0.05, -0.75, 0.39, 0.32, -0.50, 0.27, 0.28, -0.72, 0.30, 0.46, -0.66, 0.42, 0.29, -0.61, 0.27, 0.33, -0.82, 0.28, 0.31, -0.62, 0.23, 0.31, -0.59, 0.36, 0.21, -0.63, 0.39, 0.27, -0.80, 0.34, 0.52, -0.66, 0.31, 0.32, -0.64, 0.29, 0.37, -0.69, 0.30, 0.38, -0.58, 0.25, 0.28, -0.72, 0.27, 0.44, -0.66, 0.31, 0.29, -0.78, 0.29, 0.36, -0.63, 0.44, 0.26, 0.82, -0.19, -0.10, -0.69, 0.29, 0.38, -0.60, 0.27, 0.36, -0.62, 0.26, 0.38, -0.62, 0.32, 0.36, -0.77, 0.31, 0.34, -0.62, 0.26, 0.38], "spin_multiplicity": 1, "e_lumo_ev": -0.151, "gap_ev": 10.6179}

## Q
{"formula": "H72O36", "method": "ωB97M-V/def2-TZVPD", "elements": ["O", "H", "H", "O", "H", "H", "O", "H", "H", "O", "H", "H", "O", "H", "H", "O", "H", "H", "O", "H", "H", "O", "H", "H", "O", "H", "H", "O", "H", "H", "O", "H", "H", "O", "H", "H", "O", "H", "H", "O", "H", "H", "O", "H", "H", "O", "H", "H", "O", "H", "H", "O", "H", "H", "O", "H", "H", "O", "H", "H", "O", "H", "H", "O", "H", "H", "O", "H", "H", "O", "H", "H", "O", "H", "H", "O", "H", "H", "O", "H", "H", "O", "H", "H", "O", "H", "H", "O", "H", "H", "O", "H", "H", "O", "H", "H", "O", "H", "H", "O", "H", "H", "O", "H", "H", "O", "H", "H"], "coordinates": [[-0.450, 0.608, 2.956], [-0.139, 0.095, 2.193], [-1.217, 1.104, 2.677], [-2.032, 1.246, -4.966], [-2.855, 0.721, -5.077], [-2.162, 1.707, -4.104], [-5.165, 0.225, -3.351], [-4.823, -0.277, -2.561], [-5.735, 0.946, -2.987], [-1.129, -2.122, -2.512], [-0.716, -1.479, -3.137], [-1.075, -3.034, -2.854], [-0.282, 4.118, -4.483], [-0.529, 3.517, -5.200], [-1.021, 4.274, -3.898], [1.148, -0.510, 0.815], [1.243, -1.242, 0.173], [1.233, 0.351, 0.366], [-0.074, -0.335, 5.423], [0.753, 0.101, 5.808], [-0.241, 0.040, 4.504], [-3.382, 1.062, -0.049], [-3.496, 0.100, -0.113], [-2.692, 1.221, -0.711], [-5.116, -4.150, -0.385], [-4.200, -4.528, -0.380], [-5.711, -4.895, -0.305], [-2.499, 4.105, -2.669], [-2.777, 4.995, -2.282], [-2.214, 3.699, -1.860], [0.874, 5.794, -0.925], [1.068, 5.235, -0.154], [0.588, 6.641, -0.578], [0.949, -4.146, 1.744], [1.048, -3.740, 0.874], [0.286, -3.623, 2.248], [3.021, 0.341, -1.457], [3.703, 0.208, -0.780], [2.928, -0.533, -1.938], [1.483, 3.607, 0.900], [1.885, 2.947, 1.503], [0.520, 3.424, 1.015], [2.471, -1.755, -3.454], [1.919, -1.201, -4.065], [3.328, -1.566, -3.841], [1.353, 2.170, -3.083], [2.158, 2.419, -2.613], [1.247, 2.934, -3.677], [-1.537, 3.840, 1.207], [-1.449, 4.745, 1.591], [-1.869, 3.287, 1.920], [-0.696, -4.758, -3.027], [-1.187, -5.047, -2.216], [0.218, -5.088, -2.898], [4.858, -1.392, -0.129], [4.397, -1.910, 0.518], [5.552, -1.978, -0.417], [-2.324, -4.591, -0.646], [-1.795, -4.910, 0.122], [-2.176, -3.625, -0.550], [2.768, 1.292, 2.351], [3.709, 1.463, 2.267], [2.653, 0.395, 2.023], [5.048, 2.852, -1.158], [4.360, 2.232, -1.421], [4.802, 3.719, -1.558], [-1.408, -2.280, 1.221], [-1.279, -2.158, 2.167], [-1.177, -1.470, 0.775], [3.953, 5.562, -2.319], [4.182, 6.451, -2.396], [3.023, 5.525, -2.360], [-0.966, 1.636, -1.339], [-0.101, 1.773, -1.838], [-1.002, 2.302, -0.631], [-4.288, -0.197, 4.387], [-3.616, -0.263, 5.081], [-4.952, 0.362, 4.817], [0.717, -0.009, -4.537], [-0.174, 0.160, -4.959], [0.957, 0.851, -4.054], [-2.698, 0.048, 6.408], [-1.719, 0.031, 6.495], [-2.999, 0.740, 6.937], [5.466, 1.332, 1.201], [5.396, 1.914, 0.391], [5.297, 0.442, 0.892], [2.005, 1.462, 5.196], [2.193, 1.379, 4.232], [2.467, 2.279, 5.439], [-3.153, 1.768, 2.627], [-3.374, 1.038, 3.235], [-3.287, 1.451, 1.720], [1.297, -2.595, -1.157], [1.757, -2.815, -1.956], [0.395, -2.408, -1.399], [3.700, -2.951, 2.056], [2.773, -3.021, 2.224], [4.155, -3.683, 2.491], [-0.853, -3.221, 3.816], [-0.775, -2.571, 4.519], [-1.670, -3.692, 4.012], [-3.863, -1.599, -1.380], [-4.249, -2.437, -1.228], [-3.097, -1.785, -1.930], [0.753, -6.778, -0.214], [0.464, -7.661, -0.023], [0.947, -6.253, 0.649]], "mulliken_charge": [-0.40, 0.05, 0.26, -0.66, 0.30, 0.30, -0.64, 0.39, 0.31, -0.62, 0.17, 0.38, -0.65, 0.31, 0.36, 0.78, -0.27, 0.10, -0.79, 0.33, 0.56, -0.81, 0.30, 0.35, -0.65, 0.42, 0.28, -0.68, 0.30, 0.30, -0.58, 0.42, 0.27, -0.73, 0.39, 0.34, -0.42, 0.17, 0.28, -0.69, 0.24, 0.32, -0.63, 0.35, 0.26, -0.57, 0.09, 0.25, -0.54, 0.26, 0.27, -0.70, 0.39, 0.31, -0.60, 0.33, 0.26, -0.81, 0.35, 0.25, -0.54, 0.31, 0.06, -0.73, 0.34, 0.32, -0.26, 0.26, 0.12, -0.59, 0.27, 0.31, -0.03, -0.04, 0.18, -0.71, 0.44, 0.26, -0.66, 0.30, 0.44, -0.64, 0.35, 0.27, -0.73, 0.43, 0.34, -0.64, 0.43, 0.29, -0.73, 0.32, 0.51, -0.40, 0.12, 0.32, -0.64, 0.32, 0.25, -0.62, 0.26, 0.27, -0.62, 0.28, 0.32, -0.62, 0.28, 0.33], "spin_multiplicity": 1, "e_lumo_ev": 0.038, "gap_ev": 10.7850}

Which of them is least stable? Easy: Q.